# 1
Density functional theory data (the ωB97M-V functional and the def2-TZVPD basis) for 9 unconnected molecules or ions with the total composition C28H71ClN9O10P3S in a non-equilibrium geometry.

Geometry as XYZ:
```
123
Properties=species:S:1:pos:R:3:lowdin_charge:R:1
Cl -2.331 -4.791 4.952 0.208
S -2.537 0.292 2.919 0.209
P -2.887 -3.032 3.901 0.231
P -3.698 -1.276 2.806 0.136
P -4.926 -3.916 3.735 0.499
O -3.945 -1.799 1.137 -0.333
O -4.340 6.508 -6.879 -0.022
O 3.563 -3.573 5.453 -0.013
O -5.282 -0.793 3.389 -0.354
O 1.554 -7.737 -3.570 -0.006
O 9.680 -3.874 5.982 -0.001
O -7.377 10.152 -3.747 -0.004
O -3.029 -6.543 0.544 -0.019
O -1.478 3.839 -2.764 -0.013
O -0.818 10.459 -4.855 -0.001
N -1.240 -6.322 -0.909 -0.196
N 9.475 -5.006 7.990 -0.205
N -5.395 10.020 -4.934 -0.201
N -0.451 12.038 -3.202 -0.206
N -2.842 2.765 -1.233 -0.202
N 5.704 -2.986 4.798 -0.199
N -2.143 5.979 -6.375 -0.199
N 1.365 -10.026 -3.852 -0.207
N -5.704 -3.798 5.158 -0.365
C -2.693 3.806 -0.237 -0.047
C 10.116 -4.652 6.821 -0.307
C -5.578 8.621 -5.257 -0.047
C 1.919 -8.786 -4.085 -0.313
C 4.713 -3.250 5.720 -0.317
C -1.068 11.536 -4.329 -0.333
C -3.671 1.618 -0.927 -0.061
C -0.246 -3.977 2.838 -0.295
C -2.192 2.898 -2.441 -0.314
C 1.855 -11.223 -4.503 -0.064
C -0.804 13.325 -2.641 -0.065
C -1.713 -3.368 2.434 -0.389
C 5.397 -3.089 3.387 -0.046
C 0.583 11.254 -2.560 -0.050
C -0.368 -7.148 -0.102 -0.044
C -2.532 -6.097 -0.483 -0.343
C 8.179 -4.432 8.283 -0.052
C 1.130 -1.671 3.456 -0.130
C 7.044 -2.608 5.196 -0.070
C -3.509 5.928 -6.191 -0.314
C -0.727 -5.757 -2.140 -0.058
C 0.257 -10.138 -2.926 -0.047
C 0.540 -3.120 4.023 -0.255
C -1.609 6.773 -7.461 -0.048
C -4.208 10.698 -5.412 -0.066
C -1.225 5.262 -5.515 -0.062
C -6.353 10.664 -4.182 -0.336
C 10.058 -5.936 8.935 -0.064
H 1.502 -3.763 4.313 0.096
H -5.651 8.047 -4.328 0.098
H -1.152 13.179 -1.614 0.090
H -0.552 5.981 -5.039 0.096
H -1.594 13.806 -3.223 0.085
H 2.156 -1.438 3.989 0.067
H 10.180 -5.432 9.897 0.090
H 0.162 10.291 -2.254 0.095
H 11.093 -5.146 6.697 0.131
H 0.083 13.965 -2.641 0.089
H -2.189 -4.077 1.602 0.102
H 2.191 -11.929 -3.738 0.090
H -3.049 4.752 -0.655 0.093
H 0.977 11.777 -1.684 0.088
H -1.506 -2.319 1.909 0.074
H 7.271 -1.622 4.781 0.094
H 9.386 -6.791 9.050 0.090
H -3.264 3.563 0.664 0.089
H 1.339 -1.736 2.291 0.082
H 6.276 -2.853 2.782 0.090
H 1.391 11.074 -3.275 0.093
H 0.441 -3.857 1.868 0.117
H -4.190 10.652 -6.504 0.097
H -0.253 -5.151 3.051 0.096
H -2.615 -2.172 5.037 0.026
H 7.750 -3.345 4.803 0.075
H 0.132 -5.122 -1.906 0.094
H 0.575 -9.773 -1.945 0.086
H 11.033 -6.290 8.589 0.085
H -2.015 6.402 -8.407 0.091
H 8.273 -3.343 8.324 0.092
H -0.569 -9.514 -3.282 0.094
H -0.815 -8.142 0.002 0.092
H -4.688 1.962 -0.718 0.093
H -3.807 5.296 -5.339 0.137
H -0.414 -6.571 -2.799 0.064
H -1.837 12.212 -4.738 0.120
H 0.324 -0.850 3.697 0.045
H -1.922 7.814 -7.328 0.090
H -6.116 11.724 -3.994 0.123
H -5.704 -3.270 2.679 -0.004
H -0.517 6.717 -7.480 0.088
H -1.633 3.908 0.015 0.093
H -2.373 2.052 -3.125 0.132
H -6.511 8.504 -5.816 0.101
H -3.326 10.193 -5.008 0.072
H -0.075 -11.176 -2.844 0.090
H 7.798 -4.805 9.238 0.092
H -1.488 -5.157 -2.646 0.086
H 2.754 -8.814 -4.805 0.131
H 4.586 -2.395 3.148 0.084
H -3.265 1.114 -0.046 0.054
H 5.054 -3.142 6.763 0.129
H -3.695 0.915 -1.764 0.085
H 2.689 -10.994 -5.172 0.086
H -4.198 11.745 -5.096 0.074
H -4.741 8.249 -5.855 0.053
H -1.761 4.706 -4.741 0.049
H -5.056 -3.283 5.820 -0.038
H -3.109 -5.456 -1.170 0.129
H -4.706 -5.292 3.320 -0.007
H 7.483 -4.695 7.481 0.087
H -5.409 -1.118 4.338 0.061
H 7.136 -2.569 6.285 0.066
H 1.041 -11.668 -5.083 0.090
H 0.619 -7.236 -0.565 0.089
H 5.063 -4.108 3.169 0.093
H -0.644 4.562 -6.123 0.091
H -0.271 -6.700 0.891 0.078
H -4.191 -2.780 1.116 0.047
H -0.095 -2.979 4.998 0.080
```

HOMO: -8.49 eV
structure (SMILES): CCCC[PH](Cl)([PH2]=N)P(O)(O)=S.CN(C)C=O.CN(C)C=O.CN(C)C=O.CN(C)C=O.CN(C)C=O.CN(C)C=O.CN(C)C=O.CN(C)C=O
LUMO: -0.09 eV
Kohn-Sham gap: 8.40 eV
total energy: -115294.9076 eV

# 2
Density functional theory data (the ωB97M-V functional and the def2-TZVPD basis) for 6 unconnected molecules or ions with the total composition C28H71F6N5O9P in a non-equilibrium geometry.

Geometry as XYZ:
```
120
Properties=species:S:1:pos:R:3:lowdin_charge:R:1
P -1.442 -0.273 0.604 0.173
F 0.019 0.000 -0.064 -0.172
F -0.653 -0.543 1.993 -0.162
F -1.681 1.262 1.065 -0.168
F -2.063 0.185 -0.840 -0.182
F -1.372 -1.801 0.090 -0.158
F -2.873 -0.672 1.220 -0.154
O -2.512 -0.061 6.068 -0.216
O -0.371 -4.677 -4.194 -0.193
O -2.841 -5.130 -2.535 -0.180
O -0.923 -1.857 -5.677 -0.181
O 7.963 2.384 1.721 -0.194
O 2.918 1.448 2.181 -0.194
O 0.686 3.105 9.238 -0.199
O 0.495 4.531 -0.930 -0.194
O -3.539 -1.052 -5.325 -0.192
N -0.241 1.410 6.678 -0.047
N -0.958 -2.176 -2.828 -0.007
N 5.297 1.110 0.355 -0.071
N -2.835 3.134 -1.693 0.048
N -4.220 -2.739 -3.174 -0.048
C -1.874 5.299 -2.275 -0.071
C -0.262 -1.051 -3.489 -0.180
C -4.317 -1.302 -3.071 -0.218
C -3.757 -0.595 -6.627 -0.121
C -1.583 3.842 -1.919 -0.443
C -0.558 -2.079 -7.017 -0.107
C 0.616 -4.128 -3.357 -0.230
C -4.086 -4.862 -1.924 -0.214
C 2.034 0.945 3.157 -0.124
C 0.091 -5.808 -4.881 -0.139
C 4.360 0.108 0.813 -0.213
C -4.552 -0.639 -4.422 -0.217
C -3.745 0.359 5.536 -0.127
C 7.643 1.920 0.420 -0.227
C 9.354 2.434 1.986 -0.120
C 6.700 0.714 0.466 -0.214
C -2.132 -6.177 -1.981 -0.151
C 1.119 3.061 7.895 -0.240
C -0.685 3.762 -0.719 -0.212
C 0.611 4.432 9.720 -0.121
C 2.963 0.693 0.982 -0.216
C 0.014 -1.110 -4.982 -0.256
C -0.211 0.177 5.898 -0.224
C -1.444 0.063 5.091 -0.202
C -0.055 -3.232 -2.338 -0.197
C 1.253 4.641 0.243 -0.123
C 1.018 1.639 7.385 -0.203
C -4.286 -3.359 -1.858 -0.208
H -4.024 -0.265 4.673 0.090
H -4.954 -3.103 -3.771 0.113
H 9.484 2.648 3.046 0.082
H 1.853 1.432 6.718 0.107
H -1.232 -6.328 -2.571 0.065
H 0.539 4.377 10.803 0.082
H -4.151 -5.332 -0.939 0.117
H -4.486 0.450 -4.305 0.123
H -4.655 -1.075 -7.042 0.087
H 6.882 0.188 1.423 0.118
H 4.636 -0.220 1.833 0.121
H -3.604 -2.900 -1.142 0.115
H -0.336 2.739 -0.520 0.114
H 0.688 -0.855 -2.960 0.117
H 1.575 3.662 0.627 0.079
H -0.268 4.929 9.294 0.087
H -1.589 -0.820 4.461 0.125
H 0.458 3.701 7.298 0.123
H 4.390 -0.748 0.138 0.119
H -4.513 0.321 6.302 0.079
H 6.986 0.002 -0.318 0.111
H -5.210 -1.026 -2.467 0.119
H 5.170 2.008 0.803 0.108
H 2.176 5.172 -0.014 0.085
H 9.807 1.447 1.819 0.087
H -5.550 -0.933 -4.793 0.117
H -2.296 5.830 -1.417 0.079
H 1.080 0.972 8.259 0.125
H -3.425 -0.884 -2.608 0.097
H -3.562 3.710 -1.293 0.063
H -2.589 5.334 -3.100 0.073
H 1.195 -4.913 -2.849 0.118
H -2.741 2.280 -1.158 0.044
H -5.318 -3.209 -1.463 0.116
H 1.338 -3.572 -3.979 0.116
H -3.672 1.380 5.134 0.087
H 9.863 3.192 1.384 0.084
H -3.878 0.496 -6.671 0.089
H 2.156 3.417 7.804 0.120
H -1.187 4.079 0.206 0.130
H 0.706 0.167 5.306 0.092
H 0.502 -6.579 -4.203 0.079
H 7.097 2.738 -0.072 0.122
H -0.788 -6.271 -5.334 0.091
H 1.041 -1.480 -5.190 0.108
H 0.878 -5.572 -5.609 0.084
H -1.124 3.421 -2.819 0.137
H -1.457 -2.010 -7.636 0.065
H 2.362 1.286 4.137 0.071
H 8.504 1.724 -0.224 0.114
H 1.022 1.363 3.004 0.089
H -0.667 -3.895 -1.722 0.098
H -0.114 -0.719 6.537 0.128
H 1.827 -0.127 3.083 0.087
H -1.813 -5.961 -0.944 0.093
H 2.741 1.409 0.188 0.120
H 1.508 5.001 9.450 0.083
H 2.247 -0.129 0.968 0.106
H -0.144 -3.086 -7.102 0.085
H 0.091 -0.086 -5.393 0.120
H -2.654 -7.147 -1.893 0.086
H -0.957 5.788 -2.597 0.069
H -0.908 -0.185 -3.335 0.109
H 0.134 -1.316 -7.385 0.087
H 0.743 5.204 1.034 0.087
H -4.875 -5.270 -2.578 0.119
H -1.204 -1.734 -1.945 0.048
H 0.705 -2.807 -1.658 0.119
H -1.642 0.945 4.476 0.120
H -2.886 -0.878 -7.214 0.053
H -0.997 1.290 7.343 0.112
```

HOMO: -5.53 eV
total charge: -1
LUMO: 2.42 eV
Kohn-Sham gap: 7.95 eV
total energy: -81661.0646 eV

# 3
Density functional theory data (the ωB97M-V functional and the def2-TZVPD basis) for 7 unconnected molecules or ions with the total composition C28H72BN6O4 in a non-equilibrium geometry.

Geometry as XYZ:
```
111
Properties=species:S:1:pos:R:3:lowdin_charge:R:1
O -2.034 1.183 -1.794 0.079
O 4.003 3.774 -0.700 0.191
O 0.748 1.620 4.781 0.138
O 1.502 3.617 -2.939 0.152
N 1.246 -2.274 2.924 -0.224
N -0.355 3.754 4.707 0.112
N -2.311 -3.040 -3.604 -0.232
N 2.806 3.078 1.281 0.090
N -3.584 2.813 -0.851 0.105
N 1.085 1.264 -2.547 0.066
C -0.406 -3.426 -2.078 -0.152
C 3.031 3.922 -0.025 -0.354
C 2.582 1.010 -2.403 0.052
C -4.596 2.722 -2.002 0.083
C -2.111 -1.966 -2.545 -0.142
C -3.745 -3.570 -3.415 0.045
C 0.454 2.642 5.362 -0.349
C 3.531 -1.551 2.461 -0.101
C 0.860 -3.784 2.740 -0.069
C -0.732 3.408 3.288 0.014
C -2.657 -0.485 -6.448 -0.086
C -0.358 2.612 -4.216 0.033
C 2.092 -4.827 2.657 -0.146
C 0.787 2.651 -3.235 -0.275
C 0.833 2.910 6.806 0.065
C -1.437 -2.679 -1.335 -0.171
C 0.007 -1.431 2.810 -0.008
C 3.039 -0.992 3.829 -0.143
C 2.187 -1.903 1.799 -0.127
C 4.159 2.603 1.852 0.062
C -1.205 -4.135 -3.266 0.018
C 1.465 -6.209 2.100 -0.056
C 1.957 4.965 -0.348 0.034
C -3.224 -1.326 -5.316 -0.209
C -2.619 0.748 0.497 0.034
C -2.709 1.556 -0.798 -0.277
C -2.165 -2.457 -4.972 -0.107
C 1.943 -1.967 4.269 -0.054
B 0.798 1.271 0.356 -0.427
H 2.131 2.346 1.111 0.024
H -0.141 2.141 -5.175 0.115
H -1.020 -1.930 -0.662 0.092
H 2.488 -5.011 3.656 0.106
H 0.770 0.458 -3.069 0.153
H -3.945 -4.310 -4.190 0.128
H -0.132 3.109 7.273 0.116
H 2.593 -0.040 -2.112 0.110
H 0.092 0.640 -0.161 -0.027
H 2.937 1.713 -1.650 0.076
H 2.919 -4.457 2.050 0.088
H -3.817 -4.107 -2.469 0.108
H -4.902 1.677 -2.026 0.121
H 0.260 -0.381 2.953 0.081
H -1.958 1.119 1.280 0.075
H -1.232 2.081 -3.840 0.053
H -2.269 -1.066 -7.284 0.095
H -1.210 4.006 5.182 0.190
H -3.281 -0.596 -4.509 0.082
H 2.267 -6.745 1.592 0.083
H 0.144 3.146 2.694 0.061
H 0.159 -4.025 -1.365 0.122
H 1.817 5.605 0.523 0.101
H 1.289 -1.532 5.025 0.138
H -2.355 -0.284 0.266 0.080
H -4.154 2.953 -0.029 0.175
H 3.063 1.130 -3.374 0.127
H -2.950 -1.332 -2.258 0.114
H -3.411 0.133 -6.935 0.097
H -2.912 3.564 -0.910 0.183
H 1.064 4.346 -0.431 0.061
H 1.844 -0.980 1.333 0.076
H -1.403 -1.242 -2.949 0.106
H 0.406 1.605 1.304 -0.033
H -4.485 -2.781 -3.279 0.109
H 2.306 3.631 1.963 0.142
H -0.522 -1.420 1.857 0.085
H 3.822 -1.136 4.575 0.132
H 2.464 -2.853 4.632 0.139
H 2.680 0.036 3.880 0.085
H 0.325 -2.773 -2.554 0.112
H -1.435 2.575 3.286 0.104
H 4.673 3.443 2.320 0.118
H 0.083 4.663 4.657 0.187
H -0.760 3.623 -4.283 0.111
H 2.361 -2.615 0.992 0.134
H 3.966 1.811 2.575 0.085
H -1.811 0.088 -6.069 0.060
H -1.692 -5.084 -3.042 0.139
H -1.147 -2.069 -5.016 0.135
H -3.598 0.699 0.973 0.106
H -1.248 4.331 3.022 0.117
H 0.997 2.109 -0.294 -0.036
H -5.278 3.552 -1.817 0.129
H 0.947 -6.755 2.888 0.087
H 0.756 -6.123 1.277 0.058
H 2.147 5.439 -1.311 0.109
H -0.518 -4.294 -4.097 0.135
H 0.313 -3.733 1.798 0.105
H 1.524 3.749 6.724 0.118
H -0.767 -1.674 3.539 0.118
H -2.484 -3.243 -5.657 0.151
H -2.138 -3.307 -0.786 0.133
H 1.308 2.022 7.222 0.118
H 4.153 -0.820 1.945 0.116
H 0.625 1.286 -1.647 0.034
H 4.049 -2.508 2.533 0.121
H 1.735 0.752 0.486 -0.015
H -4.228 -1.727 -5.462 0.122
H 4.759 2.261 1.009 0.106
H 0.136 -4.007 3.524 0.139
H -4.032 3.016 -2.888 0.110
```

HOMO: -21.77 eV
total charge: +5
LUMO: -13.08 eV
Kohn-Sham gap: 8.69 eV
total energy: -47953.5733 eV

# 4
Density functional theory data (the ωB97M-V functional and the def2-TZVPD basis) for a molecular structure, C28H72CrN6O10 in a non-equilibrium geometry.

Geometry as XYZ:
```
117
Properties=species:S:1:pos:R:3:lowdin_charge:R:1
Cr -1.970 0.365 1.603 1.054
O 6.620 -0.248 0.035 -0.201
O 3.426 -3.957 0.461 -0.183
O -0.349 0.185 2.935 -0.292
O -0.388 -0.599 0.379 -0.093
O -2.495 -1.672 1.946 -0.035
O -3.058 -1.071 -1.280 -0.215
O 2.384 -3.025 -4.367 -0.154
O -3.139 -0.249 3.217 -0.040
O -0.931 1.339 0.002 -0.046
O -2.918 6.454 2.057 -0.214
N -3.178 4.065 0.742 0.024
N -1.855 2.295 2.542 0.035
N -0.262 -3.535 -0.207 0.061
N -0.674 -4.644 -3.353 0.042
N -3.711 0.951 0.581 0.035
N 5.480 2.271 0.740 0.036
C -2.432 -1.422 -2.500 -0.090
C -3.250 7.776 2.433 -0.101
C -4.303 -0.340 -1.442 -0.135
C -0.653 3.843 3.914 -0.020
C -0.573 2.569 3.094 -0.399
C -0.240 0.413 -0.395 -0.609
C 0.462 -5.146 -5.299 -0.041
C 0.871 -4.966 1.434 -0.052
C -6.076 0.553 0.052 -0.036
C 0.986 -3.746 0.513 -0.430
C -0.252 1.304 3.889 -0.104
C 2.242 -3.727 -0.392 -0.128
C 0.585 0.518 -1.684 0.048
C -2.415 6.451 0.751 -0.174
C 4.044 2.185 -1.243 -0.069
C -3.767 -2.510 3.929 0.055
C 0.309 -1.024 3.399 -0.015
C 1.061 -3.192 -3.802 -0.217
C 4.863 1.382 -0.231 -0.435
C 0.592 -4.586 -3.896 -0.535
C -1.732 4.773 -1.083 -0.055
C 2.794 -1.698 -4.087 -0.117
C 4.679 -3.795 -0.155 -0.116
C 5.878 0.459 -0.966 -0.186
C -4.656 -0.024 0.041 -0.370
C -3.067 -1.456 3.016 -0.672
C -2.069 4.922 0.366 -0.409
C 7.621 -1.028 -0.571 -0.119
H -3.522 7.814 3.488 0.089
H -2.526 5.160 -1.723 0.087
H 3.569 1.485 -1.930 0.061
H -0.628 -4.404 -2.373 0.040
H -3.762 1.608 -0.185 0.101
H -1.182 4.537 0.870 0.120
H -4.200 -2.181 4.873 0.084
H -4.076 8.261 1.912 0.097
H -6.802 -0.237 -0.139 0.096
H 1.275 -5.201 -3.311 0.137
H -0.040 -5.012 2.031 0.071
H -0.877 -5.633 -3.368 0.085
H 4.782 -2.915 -0.791 0.067
H 0.670 1.381 4.465 0.146
H 4.950 -4.656 -0.766 0.089
H 0.035 0.166 -2.557 0.076
H -6.193 1.277 -0.755 0.087
H -1.591 3.715 -1.303 0.072
H 1.530 -0.009 -1.549 0.067
H -1.494 7.034 0.730 0.125
H 3.300 2.719 -0.653 0.071
H 8.389 -0.484 -1.120 0.091
H -3.132 -2.088 -3.005 0.101
H 5.391 -3.668 0.660 0.091
H -2.327 8.355 2.450 0.092
H 0.871 -5.825 0.762 0.081
H -6.313 1.104 0.962 0.085
H 0.076 -6.163 -5.233 0.080
H 6.122 1.672 1.239 0.065
H 5.384 -0.259 -1.620 0.107
H -0.355 -2.529 -0.212 0.029
H 0.277 4.043 4.447 0.098
H -0.836 4.685 3.247 0.074
H 0.264 2.664 2.401 0.163
H -0.808 5.343 -1.184 0.093
H -0.120 -1.899 2.910 0.084
H 0.974 1.520 -1.862 0.079
H -1.493 3.976 4.595 0.097
H 8.085 -1.491 0.299 0.094
H -2.944 -3.166 4.211 0.087
H -4.338 1.402 1.232 0.090
H 2.061 -1.017 -4.519 0.083
H 6.024 2.939 0.212 0.070
H 1.416 -5.062 -5.819 0.079
H -1.520 -1.965 -2.252 0.065
H -2.120 3.126 2.033 0.046
H 6.547 0.966 -1.662 0.126
H -4.981 -1.076 -1.875 0.132
H -1.006 1.034 4.628 0.139
H -0.211 -4.539 -5.905 0.085
H 1.730 -5.062 2.097 0.076
H -4.673 -0.943 0.627 0.144
H 0.314 -2.523 -4.228 0.128
H 2.088 -4.455 -1.188 0.117
H -3.549 4.403 1.619 0.077
H 1.027 -2.973 -2.735 0.088
H 1.339 -0.918 3.059 0.111
H 0.266 -1.186 4.476 0.108
H 2.917 -1.561 -3.013 0.063
H 3.712 -1.478 -4.631 0.090
H -3.939 4.048 0.078 0.095
H -2.415 2.410 3.375 0.122
H 4.179 0.885 0.458 0.131
H -4.589 -2.952 3.367 0.091
H 7.173 -1.811 -1.183 0.081
H 4.549 3.014 -1.739 0.081
H -2.063 -0.574 -3.078 0.085
H 2.273 -2.720 -0.810 0.102
H -1.092 -3.929 0.213 0.083
H -4.217 0.451 -2.187 0.135
H 1.050 -2.930 1.232 0.102
H -3.157 6.890 0.084 0.129
```

HOMO (spin up / spin down): -10.52 / -10.52 eV
total charge: +1
ΔE to the lowest compared entry with this formula, charge and spin: 0.0 kJ/mol
LUMO (spin up / spin down): -3.05 / -2.26 eV
spin multiplicity: 4
Kohn-Sham gap (spin up / spin down): 7.47 / 8.25 eV
total energy: -88033.7318 eV

- The lowest total energy belongs to which entry?
  C28H71ClN9O10P3S